Entry 1:
DFT (wB97M-V/def2-TZVPD) results for a molecular structure, C7H27O7 in a non-equilibrium geometry.

The calculation puts the energy above the lowest of the compared OMol25 structures with the same formula, charge and spin at 91.9 kcal/mol. As for the total charge: -1. Its highest occupied orbital energy is -3.448 eV. Its spin multiplicity is 1. As for the orbital gap: 0.23763 Eh.

```
41
Properties=species:S:1:pos:R:3:forces:R:3:nbo_charge:R:1
C 33.414780 -13.347926 -14.794067 1.7272 1.6238 0.1969 -0.23
O 34.005673 -12.113792 -14.384206 0.3975 -2.9195 0.4712 -0.91
H 32.397551 -13.266074 -15.177015 0.4874 0.3296 1.2081 0.14
H 33.986820 -13.692837 -15.655412 -0.1795 -0.5342 0.7219 0.09
H 33.530410 -14.099232 -14.012875 -0.4751 0.0071 -0.4130 0.15
C 31.291279 -11.239464 -14.065080 0.3483 0.7550 0.6446 -0.25
O 32.456277 -10.483170 -14.330233 -4.3558 3.0220 0.1036 -0.79
H 30.879895 -11.820054 -14.890786 0.2147 0.1621 -0.2851 0.12
H 31.475936 -11.934063 -13.245608 -0.0511 -0.3476 0.1310 0.16
H 30.475386 -10.592092 -13.743630 -0.0643 0.3258 0.0925 0.14
H 33.110930 -11.137275 -14.585540 2.1739 -1.5053 -0.1382 0.48
C 34.228405 -12.383596 -10.942130 -0.5287 0.9403 -0.4467 -0.26
O 33.866907 -13.151699 -12.086911 7.1855 3.5124 3.0030 -0.70
H 35.281248 -12.285647 -10.677508 0.3265 -0.5522 -0.4433 0.16
H 33.892226 -11.373696 -11.177019 -0.0663 0.2799 0.4315 0.18
H 33.701935 -12.741456 -10.057337 -0.1617 -0.1984 -0.1399 0.17
H 33.967281 -12.593012 -12.861105 0.2837 1.5619 -2.9801 0.53
C 34.581614 -12.925859 -17.724881 -0.7146 0.2635 -1.3370 -0.23
O 34.567617 -11.659294 -17.163025 0.5221 1.0819 0.6889 -0.69
H 33.933905 -12.853338 -18.598566 -0.3008 -0.7493 -0.3384 0.14
H 35.550236 -13.269091 -18.088318 0.3075 0.0339 0.1948 0.14
H 34.157736 -13.596884 -16.977779 0.3545 0.0364 -1.0495 0.18
H 34.511515 -10.982182 -17.841244 0.0158 -0.1345 -0.0350 0.45
C 32.810136 -15.688092 -12.404510 -0.8779 2.3663 2.3044 -0.27
O 32.259555 -14.386959 -11.958754 -5.9945 -6.9551 -0.5090 -0.81
H 33.136144 -16.185515 -11.491059 0.4445 -0.3790 0.0817 0.14
H 32.010310 -16.328177 -12.776891 0.1396 0.2622 -0.7227 0.16
H 33.677794 -15.475674 -13.029133 -0.2077 -0.7129 -0.3005 0.17
H 32.976443 -13.753810 -11.876332 -0.5084 -0.3389 0.0456 0.44
C 36.532826 -14.533695 -15.891072 0.3407 0.0502 -0.4805 -0.25
O 36.724133 -13.282774 -15.234375 -0.3095 -0.7455 -0.1986 -0.68
H 37.068961 -15.340061 -15.390650 -0.0221 -0.1564 0.0986 0.15
H 35.490731 -14.822509 -16.027917 0.0410 0.3401 0.8218 0.19
H 36.870719 -14.466629 -16.925202 0.4847 -0.1114 -0.1686 0.14
H 37.673662 -13.218204 -15.108568 0.0343 0.1950 0.0752 0.45
C 31.104381 -14.136743 -16.346457 0.6606 1.2407 0.4333 -0.25
O 30.335124 -14.305904 -17.463417 -1.4018 -1.3377 -2.3837 -0.73
H 30.718753 -13.182955 -15.986330 0.4222 -0.3076 0.6886 0.19
H 31.049225 -14.915735 -15.586042 -0.1887 -0.1407 0.0555 0.16
H 32.145072 -13.997750 -16.639258 -0.2410 -0.1697 -0.0109 0.17
H 30.869554 -14.760655 -18.118536 -0.2629 -0.0940 -0.1120 0.45
```
Forces are in eV/Å.

---

Entry 2:
DFT (wB97M-V/def2-TZVPD) results for C4H9NO in the gas phase in a non-equilibrium geometry.

The calculation puts the energy above the lowest of the compared OMol25 structures with the same formula, charge and spin at 69.2 kcal/mol. Its highest occupied orbital energy is -9.121 eV. Its spin multiplicity is 1. Its SMILES is CN[C@@]1(C)CO1. As for the orbital gap: 0.37208 Eh.

```
15
Properties=species:S:1:pos:R:3:forces:R:3:nbo_charge:R:1
C -0.064533 0.231375 -1.391397 0.9276 1.1814 -1.7815 -0.67
C -1.264857 -1.474837 -0.145579 -1.4670 0.4882 1.0807 -0.11
C -0.408310 -0.330759 -0.027852 1.1169 0.2049 -1.3826 0.31
O -1.692309 0.015053 0.339833 -0.4437 -2.2819 -1.1132 -0.48
N 0.592794 -0.260648 0.966642 0.2270 -0.1958 0.6134 -0.62
C 1.003673 1.089090 1.289963 0.1201 0.3481 0.1882 -0.42
H 0.988975 0.220339 -1.672546 0.3869 -0.3181 0.5802 0.21
H -0.505053 -0.216789 -2.285955 -0.5308 -0.5314 0.5450 0.22
H -0.309718 1.280784 -1.555979 -0.2666 0.2090 0.6845 0.23
H -1.521227 -2.120534 0.669890 0.4919 -0.0937 0.5492 0.21
H -1.503066 -1.938325 -1.108854 -0.4060 1.0402 0.0793 0.19
H 1.384597 -0.841513 0.719285 -0.1016 0.0030 -0.0128 0.36
H 1.548434 1.619348 0.491671 -0.1024 -0.1217 0.0427 0.17
H 0.108822 1.667762 1.533935 0.1344 -0.0095 0.0247 0.21
H 1.641776 1.059655 2.176942 -0.0867 0.0773 -0.0978 0.20
```
Forces are in eV/Å.

---

Entry 3:
DFT (wB97M-V/def2-TZVPD) results for C4H5NO2 in the gas phase.

The calculation puts the energy above the lowest of the compared OMol25 structures with the same formula, charge and spin at 5.6 kcal/mol. Its highest occupied orbital energy is -8.746 eV. Its spin multiplicity is 1. Its SMILES is NC1=CCOC1=O. As for the orbital gap: 0.35518 Eh.

```
12
Properties=species:S:1:pos:R:3:forces:R:3:nbo_charge:R:1
N 0.675880 -1.863649 0.182578 0.0692 -0.0425 0.0340 -0.80
C 0.263105 -0.573400 0.067376 -0.0203 0.1440 0.0076 0.07
C 0.491181 0.558201 0.745851 -0.0870 -0.1200 -0.0191 -0.30
C -0.432529 1.615627 0.215007 0.0654 0.1028 0.0856 -0.08
O -1.075897 1.023890 -0.920478 -0.0447 -0.0773 -0.0570 -0.47
C -0.698854 -0.265572 -1.030775 -0.0853 -0.2832 -0.2011 0.74
O -1.075896 -1.015667 -1.894362 0.1023 0.3209 0.3668 -0.58
H 1.431547 -2.118912 0.792426 -0.0574 0.0359 -0.1076 0.39
H 0.413820 -2.494468 -0.558305 0.0909 0.0893 0.0340 0.41
H 0.056336 2.538032 -0.113580 0.0011 -0.1523 0.0052 0.20
H 1.166992 0.720496 1.576492 -0.1503 -0.0514 -0.0649 0.22
H -1.215686 1.875422 0.937771 0.1161 0.0337 -0.0834 0.19
```
Forces are in eV/Å.

---

Entry 4:
DFT (wB97M-V/def2-TZVPD) results for C11H16N2S in the gas phase in a non-equilibrium geometry.

The calculation puts the energy above the lowest of the compared OMol25 structures with the same formula, charge and spin at 63.1 kcal/mol. Its highest occupied orbital energy is -7.715 eV. Its spin multiplicity is 1. Its SMILES is CC(C)(N)CN1Cc2ccccc2S1. As for the orbital gap: 0.31047 Eh.

```
30
Properties=species:S:1:pos:R:3:forces:R:3:nbo_charge:R:1
C -4.538764 -0.493971 -0.545434 0.5896 1.6502 2.0419 -0.21
C -4.596934 0.832809 0.032396 -2.6524 -1.1417 -2.4671 -0.20
C -3.323006 -1.150787 -0.516182 -0.5278 -1.0992 -0.2456 -0.19
C -3.504448 1.509364 0.437068 -0.0685 1.7423 1.8400 -0.23
C -2.249826 -0.487179 0.020254 1.6341 0.9336 -0.3605 -0.05
C -2.326737 0.790098 0.545924 0.5364 0.8909 -0.2537 -0.17
C -0.830565 -0.988600 0.061552 -1.6897 -2.5198 1.5309 -0.24
C 3.812543 0.176603 0.871418 -2.4409 -1.4930 -1.4498 -0.62
C 2.799801 -0.858154 -1.210468 -2.3461 0.6480 0.8448 -0.64
C 1.364002 -0.128633 0.849894 -0.2487 0.8016 -1.2861 -0.25
C 2.525597 0.167355 -0.095718 1.4979 -0.0968 1.2485 0.13
N 2.479014 1.550657 -0.537118 -1.4694 0.2741 -0.1618 -0.85
N 0.061034 0.085492 0.170868 0.5667 2.7862 1.8159 -0.51
S -0.774985 1.406506 1.151884 -0.2826 -1.4637 -1.2744 0.39
H -5.429605 -1.026857 -0.743670 -0.8149 -0.2397 -0.6137 0.21
H -5.544079 1.434653 -0.031563 0.8057 -1.0259 0.1459 0.21
H -3.204863 -2.224354 -0.821683 -0.1996 1.2283 0.0732 0.22
H -3.716910 2.565108 0.816278 0.9807 -1.5196 -0.5327 0.23
H -0.936040 -1.697722 1.012097 1.1423 0.7541 -1.5820 0.16
H -0.580846 -1.502098 -0.866992 -0.0904 -0.6676 0.2789 0.22
H 4.603403 -0.137317 0.210738 0.7873 -0.1698 0.4303 0.20
H 3.924017 1.202932 1.161850 0.1960 0.1205 0.8897 0.23
H 3.497020 -0.601534 1.603404 1.2695 0.8126 0.1068 0.21
H 1.962478 -0.823027 -1.936839 1.0430 0.2055 -0.2675 0.22
H 2.778532 -1.843277 -0.829540 -0.2694 -1.3155 0.8144 0.21
H 3.815912 -0.768410 -1.477230 0.8662 0.5762 -1.4835 0.21
H 1.427975 -1.133452 1.257636 0.0036 -0.1303 0.2076 0.20
H 1.483514 0.647417 1.619558 -0.1273 -0.5585 0.1554 0.21
H 1.711813 1.832540 -1.158796 0.1456 -0.6593 0.3451 0.37
H 3.310965 1.663839 -1.051590 1.1626 0.6764 -0.7911 0.35
```
Forces are in eV/Å.

---

Entry 5:
DFT (wB97M-V/def2-TZVPD) results for 2 unconnected molecules or ions with the total composition C6H12O.

The calculation puts the energy above the lowest of the compared OMol25 structures with the same formula, charge and spin at 30.9 kcal/mol. Its highest occupied orbital energy is -9.424 eV. Its spin multiplicity is 1. Its SMILES is C=CCC.CC=O. As for the orbital gap: 0.38459 Eh.

```
19
Properties=species:S:1:pos:R:3:forces:R:3:nbo_charge:R:1
C -1.404774 -1.544284 -0.300311 0.0175 -0.0781 0.0091 -0.60
C -1.659079 -0.038208 -0.193326 0.0024 0.0731 -0.0363 -0.45
C -1.376075 0.504133 1.181493 0.0666 0.1416 0.0587 -0.17
C -0.596437 1.551348 1.442134 -0.0903 -0.1244 -0.0240 -0.41
O 1.263162 1.558947 -1.355325 0.3935 -0.4249 0.0008 -0.53
C 2.074038 0.661950 -1.329510 -0.1593 0.2245 -0.0410 0.45
C 2.234033 -0.326854 -0.208749 -0.0971 0.0438 0.0869 -0.74
H -1.716110 -1.929705 -1.277166 0.0603 0.0587 0.1372 0.21
H -0.342144 -1.777327 -0.166573 -0.1716 0.0339 -0.0055 0.20
H -1.961124 -2.094012 0.468304 0.0663 0.0816 -0.1131 0.20
H -1.054265 0.505947 -0.928070 -0.1056 -0.0695 0.1180 0.22
H -1.871102 -0.012176 2.007324 0.0607 0.0766 -0.0998 0.19
H -2.711967 0.159652 -0.440025 0.1378 -0.0295 0.0510 0.21
H -0.450679 1.911836 2.457778 -0.0352 -0.0912 -0.1355 0.19
H -0.078850 2.077510 0.642522 -0.1060 -0.0853 0.1229 0.21
H 2.774506 0.527976 -2.181378 -0.0590 0.0311 0.0555 0.10
H 1.476728 -0.164281 0.562571 0.1279 -0.0262 -0.1228 0.25
H 2.162973 -1.346963 -0.605732 0.0133 0.1546 0.0297 0.23
H 3.237172 -0.225494 0.224040 -0.1222 0.0097 -0.0919 0.24
```
Forces are in eV/Å.